Entry 1:
The following is a quantum chemistry calculation of C20H37BCl14F2O7S as an isolated structure at a distorted geometry, from OMol25.

XYZ file:
```
82
Properties=species:S:1:pos:R:3:forces:R:3
C -4.391686 -0.666217 -3.182724 -0.32 -0.09 -0.47
C -5.137621 0.100163 -1.997023 0.02 -0.78 -0.70
F -6.412286 0.553008 -2.551445 1.94 -0.63 0.97
C -4.396852 1.422002 -1.472465 1.00 -1.16 -1.33
S -5.673625 2.293609 -0.436264 -1.82 1.34 6.31
O -6.531774 1.267556 0.280334 2.31 2.67 -3.56
O -5.007606 3.168749 0.607101 -1.50 -1.90 -4.38
F -6.629851 3.271900 -1.418069 1.91 -1.95 1.37
O -3.829888 2.107745 -2.627843 1.24 0.50 0.61
C -2.382548 1.975302 -2.611222 0.47 0.32 0.24
O -1.576664 2.656083 -3.253719 -3.56 -3.15 2.45
O -2.147551 0.924847 -1.644495 0.32 2.06 -1.42
C -3.066078 1.308101 -0.589151 -0.52 0.73 1.24
C -3.071316 0.523079 0.800852 0.18 0.42 -0.65
B -1.892235 1.145173 1.793252 1.16 0.18 1.01
O -2.219573 2.382313 2.507233 1.34 -1.45 -2.26
O -0.619800 0.481453 1.989556 -3.05 0.97 -0.73
H -4.202661 0.040715 -4.076910 -0.11 -1.07 1.63
H -5.099093 -1.477921 -3.589366 0.89 1.26 0.84
H -3.432159 -1.212676 -2.853504 -1.45 1.17 -0.37
H -5.334037 -0.643662 -1.145877 0.03 1.42 -1.11
H -2.726822 2.380003 -0.361765 -1.41 -1.53 -0.12
H -4.071825 0.771138 1.346709 2.16 0.04 -1.60
H -2.969863 -0.614763 0.696678 -0.23 1.66 -0.24
H -1.834332 3.134478 1.965604 -0.61 -1.15 1.44
H -0.665334 -0.438334 1.576403 -0.18 2.92 0.77
Cl 1.947671 2.348698 0.574280 -0.23 -0.02 0.03
C 1.465232 3.524540 -0.671084 0.03 0.03 -0.18
C 0.460386 4.531183 -0.148877 0.57 0.24 -0.14
Cl -1.123629 3.785853 0.193841 0.41 0.63 -0.52
H 1.071457 2.970336 -1.525820 -0.03 0.02 0.16
H 2.374622 4.039771 -0.989079 -0.10 0.05 0.09
H 0.289042 5.306907 -0.897848 -0.05 -0.15 0.02
H 0.812154 5.013354 0.764961 -0.11 -0.19 -0.05
Cl -5.940488 1.936387 3.900932 0.05 -0.08 -0.08
C -6.782298 0.369945 3.823296 -0.14 -0.05 -0.02
C -5.815672 -0.796354 3.798760 -0.33 -0.27 0.31
Cl -4.892330 -0.867747 2.276645 -0.84 -0.96 1.09
H -7.427323 0.375183 2.942414 0.19 0.02 0.03
H -7.416724 0.306397 4.709850 0.13 -0.08 -0.04
H -6.365384 -1.736460 3.881504 -0.04 0.13 -0.01
H -5.103940 -0.745953 4.624789 -0.02 0.10 -0.19
Cl 4.579465 6.055808 -1.339990 -0.08 0.00 -0.01
C 5.957985 5.526388 -0.342786 0.26 -0.06 0.16
C 6.382209 4.106411 -0.659525 0.19 0.04 -0.06
Cl 5.163735 2.912359 -0.150991 0.02 0.10 -0.06
H 5.678536 5.636700 0.706487 -0.05 -0.09 -0.16
H 6.780567 6.213930 -0.550159 -0.07 -0.11 -0.05
H 7.303506 3.866760 -0.124607 -0.10 0.11 0.01
H 6.564499 3.970847 -1.727236 -0.12 0.05 0.13
Cl -0.632810 -2.119451 1.370533 0.30 -2.21 -0.51
C -1.485442 -3.684417 1.275302 -0.37 -0.42 -0.01
C -0.528718 -4.858827 1.235551 -0.07 -0.04 0.17
Cl 0.393163 -4.924153 -0.286499 0.05 0.06 0.01
H -2.131287 -3.663722 0.395568 0.18 0.05 0.05
H -2.119802 -3.752299 2.161584 0.14 0.03 -0.03
H -1.088052 -5.793837 1.307906 -0.07 0.16 -0.05
H 0.183028 -4.824220 2.060475 -0.08 0.06 -0.21
Cl 4.575944 -4.864145 4.109848 -0.03 0.00 0.10
C 4.076187 -3.747854 2.814506 -0.06 0.18 -0.18
C 3.085749 -2.710397 3.303024 0.29 0.17 -0.13
Cl 1.506888 -3.426775 3.710899 0.12 -0.04 0.31
H 3.664630 -4.341374 1.996633 -0.01 0.07 0.17
H 4.981935 -3.255201 2.454772 -0.11 0.00 0.05
H 2.905115 -1.972179 2.518723 0.00 -0.13 0.01
H 3.456620 -2.184965 4.184827 -0.09 -0.17 -0.06
Cl 7.957588 -4.307339 0.508042 -0.05 0.04 0.01
C 7.949763 -5.857138 1.386258 0.05 -0.22 0.15
C 6.994820 -6.859701 0.770309 0.22 -0.10 -0.03
Cl 5.292915 -6.382521 0.981495 0.01 -0.07 -0.15
H 7.699563 -5.653791 2.429152 -0.08 0.01 -0.17
H 8.969421 -6.246280 1.350228 -0.12 0.00 -0.07
H 7.114027 -7.831027 1.254586 0.01 0.14 0.04
H 7.180793 -6.987709 -0.297614 -0.05 0.13 0.13
Cl 3.016233 2.821078 -6.006774 0.04 -0.01 0.02
C 1.470326 2.032019 -6.408158 -0.23 -0.12 -0.09
C 0.659044 1.699574 -5.172115 -0.06 0.20 -0.17
Cl 1.411686 0.411981 -4.198570 0.02 0.01 0.06
H 1.688975 1.139151 -6.996721 0.04 0.09 0.16
H 0.914501 2.728302 -7.039555 0.01 -0.03 0.14
H -0.329386 1.339114 -5.463240 0.12 0.04 -0.03
H 0.526383 2.573017 -4.532611 0.08 -0.16 -0.10
```
Positions in Å, forces in eV/Å.

Values from the calculation:
Charge   0
Gap between HOMO and LUMO   10.22 eV
Highest occupied orbital energy   -0.371 hartree

Mulliken atomic charge list, values in e, 8 entries:
1. C -1.258
2. C 0.365
3. F -0.348
4. C 0.584
5. S 1.253
6. O -0.548
7. O -0.528
8. F -0.284



Entry 2:
The following is a quantum chemistry calculation of a 3-piece molecular cluster, C20H37F17N7O2P2 overall at a distorted geometry, from OMol25.

XYZ file:
```
85
Properties=species:S:1:pos:R:3:forces:R:3
N -8.926944 -2.202253 6.537757 0.35 -0.81 0.34
C -9.300858 -2.952761 5.486127 0.46 2.89 2.19
F -9.794962 -4.167581 5.870281 0.18 -0.40 -0.67
F -10.375811 -2.264456 4.802561 -0.23 -0.83 -0.95
C -8.169696 -3.065453 4.408918 -2.44 -0.30 -0.71
F -7.610629 -1.853805 4.255068 0.70 -0.24 0.05
F -8.784781 -3.313314 3.185967 0.75 -0.34 -0.10
C -7.149207 -4.218805 4.566141 -0.80 0.06 -0.53
F -7.834348 -5.367421 4.387085 -0.09 -0.09 0.31
F -6.300866 -4.159749 3.501931 0.60 0.24 0.46
C -6.364234 -4.393087 5.893523 -0.02 -0.31 0.26
F -7.145967 -4.417604 6.962580 -0.65 0.42 -0.07
F -5.842991 -5.653768 5.866978 0.80 0.25 -0.49
C -5.230663 -3.370326 6.217934 0.41 -0.36 0.67
F -5.653309 -2.111950 6.300349 -0.41 0.25 -0.68
F -4.843658 -3.668994 7.481689 0.16 -0.54 -0.10
C -3.935619 -3.397438 5.333037 0.94 0.71 -0.02
F -3.767413 -4.482421 4.558193 -0.55 -0.18 0.05
F -2.873094 -3.381810 6.179159 -0.09 -0.01 0.02
C -3.714918 -2.142006 4.422705 0.62 -0.43 -0.46
F -4.788924 -1.807772 3.709863 -0.32 -0.11 0.07
F -3.328561 -1.087967 5.155750 -0.19 -0.03 0.40
C -2.555163 -2.356752 3.373807 -0.50 1.75 -0.11
F -2.297072 -1.132509 2.885372 0.04 0.20 -0.03
F -1.425135 -2.780980 3.914422 0.09 -0.78 0.07
F -2.939438 -3.076936 2.338351 0.12 -0.89 0.08
H -8.837456 -1.239046 6.231245 0.09 -0.14 -0.05
O 0.244979 -1.035990 0.709299 1.29 0.19 3.77
P 1.646132 -1.625238 0.626426 -0.84 -0.93 -6.94
N 2.307580 -0.399515 -0.370404 -0.38 0.79 -0.57
C 3.093898 -0.514856 -1.573436 0.46 -0.55 -0.05
C 2.646072 0.821496 0.342220 -0.21 -0.16 0.54
N 1.153611 -3.071234 -0.213554 0.13 -0.83 -0.62
C 0.864442 -3.040628 -1.639248 0.19 0.28 -0.21
C 0.068125 -3.771009 0.479750 0.07 0.20 0.35
N 3.253427 -2.355495 0.931797 -0.10 0.86 3.75
C 3.846393 -3.366938 0.081773 -0.47 -0.35 -0.58
C 3.385841 -2.778180 2.336957 0.00 0.20 0.06
H 4.157446 -0.715732 -1.371260 0.06 0.00 -0.06
H 3.043610 0.413188 -2.150116 -0.04 0.11 0.23
H 2.718747 -1.277579 -2.253403 0.02 -0.10 0.20
H 3.633154 0.747799 0.825027 0.06 0.10 -0.08
H 1.908200 1.030927 1.121446 -0.01 -0.07 -0.04
H 2.646516 1.684202 -0.328132 0.03 -0.11 -0.12
H 0.233877 -2.191603 -1.929656 -0.03 0.01 -0.07
H 0.357883 -3.956076 -1.953652 -0.09 0.00 0.28
H 1.784022 -3.021691 -2.227706 0.01 0.14 0.02
H -0.906480 -3.312997 0.285194 -0.02 0.01 0.10
H 0.231803 -3.759707 1.561439 -0.06 0.02 -0.03
H 0.032471 -4.818454 0.170648 0.12 0.04 -0.11
H 3.348550 -4.338905 0.162869 -0.03 0.02 -0.03
H 4.892984 -3.498208 0.373704 -0.04 0.25 0.22
H 3.860101 -3.072325 -0.965748 -0.19 0.05 0.01
H 2.779859 -3.668593 2.551180 0.12 -0.08 0.09
H 3.054524 -1.976913 3.004955 -0.02 -0.03 -0.03
H 4.426726 -2.994659 2.587925 -0.01 -0.03 -0.10
O 3.795007 2.687383 -4.778858 -1.52 -0.23 -3.68
P 3.370773 4.123600 -5.062267 2.34 1.96 6.40
N 4.946165 4.795068 -5.028248 0.93 -0.34 0.29
C 5.433944 5.961465 -4.335547 -0.47 0.53 0.06
C 5.709636 4.568199 -6.244668 -0.40 -0.32 -0.29
N 2.460313 4.308733 -3.588446 -0.40 0.50 0.78
C 3.135914 4.546648 -2.321194 0.35 0.18 -0.01
C 1.473914 3.240699 -3.408489 -0.02 -0.09 -0.40
N 2.651266 5.639358 -5.690759 -0.97 -1.64 -3.37
C 2.174961 6.711001 -4.839599 -0.07 -0.15 0.83
C 1.631346 5.358368 -6.716352 0.15 -0.06 -0.13
H 5.206873 6.899775 -4.864826 0.02 0.07 0.03
H 6.520598 5.904961 -4.225218 -0.01 -0.16 -0.20
H 5.055605 6.034172 -3.317644 -0.16 -0.02 -0.12
H 5.461596 5.307830 -7.021694 0.13 0.06 -0.01
H 5.501832 3.574852 -6.651152 -0.04 0.02 0.07
H 6.783583 4.608221 -6.051743 -0.05 0.08 0.13
H 3.995019 3.883000 -2.163209 0.04 0.00 0.06
H 2.449506 4.410471 -1.482286 -0.14 -0.17 -0.19
H 3.464861 5.584336 -2.238538 0.11 -0.03 -0.07
H 1.928620 2.321973 -3.024880 -0.05 -0.06 -0.06
H 0.988584 3.000091 -4.358927 0.03 -0.05 0.04
H 0.688047 3.556628 -2.719015 0.10 0.14 0.03
H 1.256165 6.454318 -4.302788 0.03 -0.02 0.03
H 1.968276 7.585829 -5.463583 0.12 -0.18 -0.26
H 2.921693 7.027460 -4.114101 0.03 -0.18 0.05
H 0.718121 4.937777 -6.275166 -0.11 0.10 -0.09
H 2.016878 4.637235 -7.444214 -0.01 0.00 0.04
H 1.368126 6.262425 -7.269673 0.02 0.03 0.10
```
Positions in Å, forces in eV/Å.

Values from the calculation:
Charge   -1
Gap between HOMO and LUMO   3.67 eV
Highest occupied orbital energy   -0.125 hartree

Mulliken atomic charge list, values in e, 8 entries:
1. N -0.988
2. C 0.681
3. F -0.254
4. F -0.364
5. C 0.531
6. F -0.245
7. F -0.381
8. C 0.599



Entry 3:
The following is a quantum chemistry calculation of C20H37N3OPRu as an isolated structure at a distorted geometry, from OMol25.

XYZ file:
```
63
Properties=species:S:1:pos:R:3:forces:R:3
C -1.546132 0.202288 -5.109592 0.14 -0.01 0.48
C -2.925552 0.122018 -4.606427 -0.50 -0.06 0.19
C -1.066143 1.464410 -5.685969 0.16 0.50 -0.27
C -0.825466 -1.046025 -5.395769 0.24 -0.49 -0.14
H -1.403752 1.580434 -6.731257 0.07 0.08 0.10
H 0.030684 1.512360 -5.712042 -0.15 0.06 -0.08
H -1.455009 2.331585 -5.134773 0.08 -0.05 -0.18
H -3.641751 -0.013220 -5.436458 -0.02 0.02 0.15
H -3.220663 1.039297 -4.080045 -0.05 -0.14 -0.08
H -3.052332 -0.739507 -3.936484 -0.07 0.17 -0.10
H -1.071566 -1.428227 -6.402391 0.08 -0.03 0.11
H -1.102473 -1.833807 -4.682203 0.10 0.06 -0.18
H 0.262113 -0.902834 -5.373538 -0.11 -0.09 -0.06
C -0.417683 2.326717 0.358303 -0.57 1.16 -0.05
C -0.020172 2.821281 -0.931543 -0.80 0.90 1.04
C -0.856270 2.169646 -1.920752 -1.47 0.44 -0.08
H 0.720673 3.593809 -1.123210 -0.30 -0.23 0.06
C -1.746992 1.272480 -1.221239 -1.11 0.71 0.00
C -1.479283 1.384970 0.177838 0.40 0.26 -0.87
H -1.995243 0.861042 0.978571 0.31 -0.03 -0.21
H 0.001544 2.629060 1.311527 -0.07 -0.15 -0.25
H -0.892334 2.393037 -2.981875 0.05 -0.09 0.28
H -2.478122 0.624477 -1.701358 0.15 0.30 0.24
C 2.065516 -0.911199 -1.406404 -0.26 0.66 -0.53
C 2.672334 0.339623 -1.070027 0.98 0.00 -0.86
C 2.237111 1.321475 -2.025367 1.41 -0.58 0.05
H 3.345022 0.520901 -0.237727 -0.23 -0.07 -0.18
C 1.351201 0.657225 -2.961127 0.65 -1.05 -0.95
C 1.250499 -0.730327 -2.565670 0.77 -0.20 -0.76
H 0.649778 -1.479992 -3.074342 0.31 0.18 0.19
H 2.202319 -1.839988 -0.863727 -0.23 0.27 -0.01
H 2.560548 2.354934 -2.079678 -0.02 -0.28 -0.02
H 0.931338 1.091090 -3.862711 0.08 -0.11 0.30
Ru 0.434099 0.790991 -1.116575 0.13 -2.30 3.04
C -0.378377 1.159247 4.373354 -0.05 0.12 0.20
N 0.454720 0.747063 3.251642 -0.15 -0.09 -0.26
C 1.692826 1.518987 3.100343 0.15 -0.29 0.17
P 0.402585 -0.782875 2.570476 -0.02 0.23 0.09
O 0.812750 -0.730685 1.141918 0.01 0.17 -0.50
N 1.450916 -1.832477 3.363618 -0.34 0.00 -0.30
C 2.740860 -2.097793 2.719268 0.18 -0.01 -0.06
C 1.515066 -1.976463 4.817947 0.05 0.15 0.15
N -1.191749 -1.261017 2.692878 0.09 0.34 0.29
C -1.765124 -1.967089 1.537470 0.24 -0.15 -0.11
C -1.765291 -1.719235 3.956983 -0.14 -0.28 0.10
H -0.211510 2.231401 4.533531 -0.11 -0.25 0.04
H -0.113421 0.633970 5.306630 -0.20 0.21 -0.14
H -1.443569 1.023664 4.150045 0.29 -0.04 0.06
H 2.490029 1.141522 3.764554 -0.08 0.24 -0.24
H 2.046262 1.509056 2.057909 -0.12 -0.15 0.33
H 1.473144 2.557419 3.379410 0.15 -0.22 -0.09
H 2.610854 -2.310726 1.653465 0.01 0.14 0.30
H 3.443117 -1.253970 2.845046 -0.11 -0.28 -0.10
H 3.176385 -2.981728 3.200702 -0.04 0.18 -0.18
H 1.947210 -1.085978 5.306267 -0.14 -0.19 -0.04
H 0.536764 -2.199615 5.260247 0.26 0.18 -0.14
H 2.178483 -2.824603 5.039740 -0.28 0.24 0.00
H -1.238780 -2.917063 1.342531 -0.25 0.26 -0.09
H -2.808239 -2.187697 1.789783 0.22 0.03 -0.20
H -1.744688 -1.336079 0.638662 0.12 -0.32 0.25
H -1.312475 -2.664945 4.290277 -0.19 0.14 0.00
H -1.686633 -0.970007 4.752253 0.08 -0.28 -0.20
H -2.829957 -1.902307 3.767092 0.23 0.07 0.29
```
Positions in Å, forces in eV/Å.

Values from the calculation:
Charge   +1
Gap between HOMO and LUMO (spin up / spin down)   6.08 / 6.70 eV
Multiplicity   5
Highest occupied orbital energy (spin up / spin down)   -0.327 / -0.416 hartree
ΔE to the lowest compared entry with this formula, charge and spin   0.0 kcal/mol

Mulliken atomic charge list, values in e, 8 entries:
1. C 1.307
2. C -1.469
3. C -1.345
4. C -1.424
5. H 0.378
6. H 0.341
7. H 0.298
8. H 0.367